Here is a cluster of 6 separate species, C52H68F6O6S in total from the OMol25 dataset. Energies are from ωB97M-V/def2-TZVPD.

Structure (XYZ):
```
133
Properties=species:S:1:pos:R:3:forces:R:3
C -3.2353 2.5544 -1.7056 -0.01 1.32 0.22
C -2.0097 3.0471 -0.6849 -1.31 -1.51 0.24
O -2.4397 4.2780 0.0169 2.65 -0.36 -1.08
C -1.2791 5.1112 0.4022 0.05 1.23 0.52
C -0.7667 4.7883 1.9532 -0.52 -0.85 -0.41
C 0.4117 3.6253 1.9839 0.68 0.79 -0.68
C 1.6669 3.9730 2.9786 -0.71 0.21 1.31
C 2.6592 2.7141 3.3182 0.60 0.32 -0.19
C 3.0033 1.7523 2.0051 -0.58 -0.67 2.37
O 4.4638 1.5548 2.0219 -1.52 0.80 -2.69
C 5.0807 1.8228 0.7149 1.91 -1.08 -0.15
C 6.1787 0.5916 0.4535 -0.30 -0.25 0.50
C 5.8274 -0.3175 -0.8698 0.53 -0.38 0.02
C 6.6029 0.1842 -2.2509 -1.03 0.35 -0.03
C 6.3116 1.8165 -2.4557 -4.48 1.62 -2.38
O 5.1853 2.1979 -3.1143 7.83 -2.05 4.49
O 7.2419 2.8482 -1.8880 -1.99 -3.39 -0.67
C 2.3505 0.2618 2.3933 0.51 0.15 -1.06
C 2.3301 -0.7865 1.1326 -0.48 -0.55 0.93
C 0.9680 -0.7501 0.2197 0.51 -0.15 -1.19
C 0.7499 0.6451 -0.6304 -1.61 -0.17 0.57
S 2.1279 0.9827 -1.8882 -1.21 0.47 -0.06
O 3.3131 -0.3119 3.3918 -3.36 -1.01 0.96
C 2.6189 -1.2099 4.3288 2.33 -0.17 0.37
F 2.3457 -0.4430 5.6001 0.08 -1.56 -2.82
C 3.7348 -2.3824 4.7392 0.64 1.17 -0.99
C 4.1167 -3.2845 3.4051 0.66 -0.91 0.37
C 2.9442 -4.3697 3.0208 -0.35 0.56 -0.72
C 2.8151 -4.6655 1.3922 -0.34 -0.04 -0.26
O 1.3746 -4.6124 0.9944 1.22 0.87 -0.59
H -3.6479 3.5483 -2.1902 0.79 -1.99 0.90
H -2.8456 1.8818 -2.5840 -0.72 1.10 1.96
H -4.1364 2.0627 -1.1174 2.09 0.88 -1.25
H -1.8995 2.2142 0.1613 0.16 1.59 -1.92
H -1.0224 3.1654 -1.3033 -1.77 0.02 1.30
H -1.6620 6.2393 0.3496 0.71 -2.49 0.22
H -0.3894 5.0399 -0.3875 -1.85 -0.10 1.68
H -0.4387 5.7943 2.4898 -0.63 -2.23 -1.12
H -1.7125 4.2984 2.4881 1.97 1.47 -0.99
H -0.0612 2.5861 2.2706 1.01 2.00 -0.64
H 0.8562 3.6012 0.8764 -1.01 -0.29 2.30
H 2.2863 4.9228 2.6227 -1.36 -2.14 0.43
H 1.1825 4.3028 4.0189 1.05 -0.63 -2.15
H 2.2576 2.0178 4.1955 0.68 1.63 -1.94
H 3.6893 3.1737 3.7069 -2.23 -1.13 -0.92
H 2.5703 2.1614 0.9980 1.05 -0.78 1.87
H 4.3526 1.7908 -0.1999 1.11 0.47 1.90
H 5.7157 2.8008 0.8124 -1.53 -1.53 -0.45
H 7.2884 1.0204 0.4265 -2.28 -0.97 -0.14
H 6.1381 -0.1128 1.4084 0.00 1.57 -1.98
H 4.6830 -0.3459 -1.1423 2.22 0.33 0.76
H 6.1253 -1.4437 -0.6118 -0.46 2.43 -0.86
H 6.0262 -0.3540 -3.1405 1.48 1.41 1.77
H 7.7411 -0.0864 -2.2767 -2.17 0.72 0.18
H 7.8403 2.4267 -1.2020 -1.04 0.30 -1.29
H 1.2808 0.4020 2.8703 2.09 -0.29 -0.94
H 2.3797 -1.8792 1.6107 -0.12 2.33 -1.06
H 3.3290 -0.6478 0.5392 -1.99 -0.18 0.88
H -0.0065 -0.9708 0.8613 2.15 0.59 -1.24
H 1.0641 -1.6138 -0.5981 -0.25 1.75 1.82
H -0.2429 0.5692 -1.2618 1.93 0.06 1.45
H 0.6195 1.5208 0.1404 0.36 -1.56 -1.67
H 1.4585 1.7359 -2.9033 0.57 -1.02 1.59
H 1.6427 -1.6487 3.8555 1.59 1.12 1.28
H 4.7341 -1.7911 5.0160 -2.34 -1.15 -0.46
H 3.4170 -3.0152 5.6708 0.37 1.17 -1.98
H 5.0941 -3.9110 3.6781 -2.02 1.44 -0.55
H 4.4257 -2.6140 2.4676 -0.92 -1.25 2.22
H 3.1240 -5.4000 3.5593 -0.49 2.21 -0.89
H 1.9101 -3.8862 3.3456 2.04 -1.34 -0.68
H 3.3730 -3.8788 0.7259 -0.71 -1.48 1.50
H 3.1840 -5.7507 1.1258 -0.50 2.17 0.58
H 1.2655 -4.0778 0.1510 0.56 -1.06 1.60
F -3.6250 -0.7633 -1.2894 0.34 0.10 -0.03
C -4.8672 -1.2532 -1.1824 -1.14 -0.45 0.13
C -5.6723 -1.3299 -2.3136 0.07 0.04 -0.03
C -6.9640 -1.8448 -2.2035 0.11 -0.01 0.40
C -7.4404 -2.2674 -0.9601 0.14 0.08 -0.14
C -6.6264 -2.1817 0.1704 -0.24 -0.05 -0.58
C -5.3311 -1.6772 0.0579 0.11 0.06 -0.05
H -5.2881 -0.9891 -3.2694 0.01 -0.04 0.10
H -7.5986 -1.9162 -3.0834 0.14 0.03 0.11
H -8.4495 -2.6647 -0.8739 0.19 0.08 -0.02
H -7.0009 -2.5074 1.1379 0.08 0.12 -0.79
H -4.6818 -1.6118 0.9247 -0.06 0.02 -0.12
F -9.2175 -1.4320 -5.3258 0.16 -0.23 -0.06
C -9.9292 -0.3577 -4.9600 -0.63 0.95 0.32
C -9.2818 0.7254 -4.3757 0.05 -0.05 -0.02
C -10.0217 1.8463 -3.9993 -0.32 -0.30 -0.17
C -11.4038 1.8671 -4.2016 0.07 -0.02 0.00
C -12.0452 0.7730 -4.7842 0.41 0.09 0.09
C -11.3035 -0.3430 -5.1707 0.04 -0.08 -0.01
H -8.2087 0.6879 -4.2187 -0.10 -0.03 -0.03
H -9.5238 2.7014 -3.5488 -0.06 -0.19 -0.08
H -11.9812 2.7398 -3.9038 0.11 -0.17 -0.06
H -13.1217 0.7898 -4.9369 0.21 -0.03 0.00
H -11.7846 -1.1985 -5.6331 0.09 0.06 0.05
F 8.0237 9.3647 -1.0306 0.12 0.21 0.15
C 7.4653 8.3833 -1.7514 -0.47 -0.82 -0.62
C 7.2580 7.1384 -1.1675 0.01 0.07 0.00
C 6.6719 6.1178 -1.9161 0.00 0.35 -0.21
C 6.3093 6.3505 -3.2451 0.00 0.00 0.02
C 6.5262 7.6019 -3.8237 0.07 -0.18 0.41
C 7.1019 8.6255 -3.0715 0.05 0.08 0.05
H 7.5537 6.9737 -0.1365 -0.03 0.07 -0.09
H 6.4984 5.1433 -1.4664 0.06 0.21 -0.13
H 5.8563 5.5528 -3.8299 0.09 0.12 0.14
H 6.2469 7.7795 -4.8595 0.05 0.01 0.20
H 7.2694 9.6069 -3.5027 0.02 -0.08 0.08
F -6.1974 -2.2164 2.7750 0.25 0.23 0.59
C -6.2201 -2.9160 3.9172 0.02 -0.68 1.22
C -5.3786 -2.5486 4.9614 0.00 0.05 -0.07
C -5.4055 -3.2736 6.1527 -0.32 -0.22 -0.29
C -6.2669 -4.3658 6.2826 0.03 0.06 -0.03
C -7.1041 -4.7299 5.2269 0.28 0.31 0.06
C -7.0849 -3.9979 4.0400 0.01 0.06 -0.10
H -4.7102 -1.7025 4.8394 -0.09 -0.07 -0.02
H -4.7571 -2.9897 6.9779 -0.10 -0.03 -0.19
H -6.2844 -4.9338 7.2104 0.00 0.11 -0.19
H -7.7707 -5.5828 5.3288 0.11 0.18 -0.05
H -7.7354 -4.2615 3.2126 0.08 0.03 0.05
F 2.1391 -4.2497 -1.8459 0.05 0.48 0.14
C 2.0626 -5.4645 -2.4053 -0.10 -1.33 -0.59
C 3.2287 -6.1855 -2.6376 0.00 0.10 0.06
C 3.1492 -7.4526 -3.2153 -0.46 0.15 0.02
C 1.9038 -7.9804 -3.5648 0.06 0.05 0.03
C 0.7394 -7.2469 -3.3323 0.42 0.08 0.08
C 0.8185 -5.9847 -2.7443 0.03 0.11 0.04
H 4.1878 -5.7559 -2.3672 -0.11 -0.01 0.00
H 4.0544 -8.0276 -3.3939 -0.15 0.15 0.04
H 1.8425 -8.9669 -4.0195 0.01 0.20 0.09
H -0.2284 -7.6581 -3.6089 0.17 0.11 0.08
H -0.0772 -5.4046 -2.5483 0.10 -0.02 -0.01
```
Positions in Å, forces in eV/Å.

Properties
Orbital gap (eV): 9.29
HOMO level (eV): -8.948
SMILES string: CCOCCCCC[C@@H](OCCCCC(=O)O)[C@@H](CCCS)O[C@H](F)CCCCO.Fc1ccccc1.Fc1ccccc1.Fc1ccccc1.Fc1ccccc1.Fc1ccccc1

Here is a cluster of 13 separate species, C52H69N13 in total from the OMol25 dataset. Energies are from ωB97M-V/def2-TZVPD.

Structure (XYZ):
```
134
Properties=species:S:1:pos:R:3:forces:R:3
C 1.9175 7.4670 2.1965 0.52 0.64 -0.02
C 3.1297 6.5499 2.0224 -0.37 0.12 -0.23
C 2.9717 5.5377 0.8901 0.24 -0.07 -0.68
C 1.9261 4.5575 1.1426 0.05 -0.26 -0.05
N 1.1132 3.7671 1.3203 0.10 0.09 0.18
H 2.1748 8.2155 2.9497 -0.24 -0.16 0.23
H 0.9931 6.9663 2.4755 0.07 -0.16 0.03
H 1.7324 8.0698 1.3042 -0.05 -0.28 -0.19
H 3.3234 6.0210 2.9563 0.09 -0.07 -0.01
H 4.0099 7.1540 1.8027 0.02 0.01 0.05
H 3.9054 5.0212 0.6500 -0.04 -0.25 0.46
H 2.7380 5.9833 -0.0839 -0.22 0.39 0.26
C -4.3582 -1.2273 -2.1654 -0.67 -0.55 0.05
C -4.8048 -0.0071 -1.3782 0.11 0.61 -0.47
C -4.2738 0.0924 0.0397 0.00 -0.40 0.78
C -4.4378 -1.1461 0.8372 0.16 0.60 -0.61
N -4.5772 -2.1030 1.4522 0.05 -0.13 0.15
H -4.7203 -1.1620 -3.1913 0.03 0.05 -0.03
H -4.7990 -2.1513 -1.7793 0.06 0.04 0.18
H -3.2801 -1.3838 -2.1992 0.01 0.27 0.09
H -5.8852 0.1562 -1.3582 -0.08 -0.57 -0.08
H -4.4403 0.8835 -1.8949 0.12 0.01 0.10
H -4.8108 0.8564 0.6044 0.11 0.20 -0.11
H -3.2154 0.3631 0.0479 0.02 -0.11 -0.04
N -3.4657 -3.9700 3.5198 0.05 0.32 0.30
C -3.9830 -3.9430 4.7871 0.91 -0.08 -0.19
C -3.5041 -5.0571 5.4393 -0.44 -0.44 0.20
C -2.7215 -5.8124 4.5216 0.05 0.65 -0.66
C -2.7022 -5.0817 3.3507 -0.08 0.02 -0.03
H -3.5810 -3.2199 2.8523 -0.23 -0.23 -0.11
H -4.4877 -3.0573 5.1303 -0.29 -0.17 0.10
H -3.7683 -5.3603 6.4402 0.09 0.10 0.04
H -2.2056 -6.7512 4.6250 -0.10 -0.05 0.35
H -2.2037 -5.2269 2.4056 -0.03 -0.26 0.02
N -0.0952 -0.6098 1.3455 0.22 -0.74 0.53
C -0.8722 -1.5410 0.7175 0.39 0.19 -0.74
C -0.7121 -1.3459 -0.6484 -0.93 -0.11 0.44
C 0.1375 -0.2274 -0.8354 0.42 -0.39 0.95
C 0.5550 0.1397 0.4408 0.22 0.70 -1.24
H 0.1045 -0.6315 2.3416 -0.13 0.09 -0.18
H -1.4383 -2.2660 1.2755 -0.03 0.00 -0.01
H -1.2365 -1.9391 -1.3838 0.14 0.12 -0.13
H 0.4139 0.2601 -1.7563 0.29 -0.17 0.08
H 1.3022 0.8662 0.7182 -0.23 0.07 0.16
N -0.6277 -3.2781 -4.7216 -0.94 -1.14 -0.07
C -1.9301 -3.3385 -5.1393 -0.48 0.45 0.06
C -2.7123 -3.7346 -4.0824 0.04 -0.16 0.09
C -1.8390 -4.0646 -3.0211 0.72 -0.06 0.46
C -0.5629 -3.8042 -3.4499 0.68 0.42 -0.84
H 0.1743 -3.0281 -5.2777 -0.02 -0.04 0.09
H -2.2704 -3.1507 -6.1444 0.32 0.42 -0.02
H -3.7874 -3.7720 -4.0225 -0.02 -0.14 -0.30
H -2.0590 -4.4751 -2.0475 -0.24 0.02 -0.06
H 0.4388 -4.0200 -3.1097 -0.22 0.14 0.57
N 1.6078 -3.2905 3.7313 -0.02 0.99 0.07
C 2.1249 -2.0714 4.1328 0.04 -0.48 -0.29
C 1.0676 -1.2034 4.3108 0.38 -0.45 0.48
C -0.1189 -1.9413 4.0515 -0.05 0.67 0.17
C 0.2595 -3.1823 3.6465 -0.76 -1.04 0.31
H 2.1063 -4.1440 3.5687 0.25 0.07 -0.12
H 3.1940 -1.9855 4.2338 -0.05 0.31 0.10
H 1.0873 -0.1968 4.6942 0.24 0.04 -0.12
H -1.1128 -1.5429 4.1915 -0.09 -0.21 -0.20
H -0.3516 -4.0443 3.4289 0.04 0.06 -0.06
N 2.8297 -2.0959 -3.1166 0.87 0.36 -2.34
C 1.9836 -1.3624 -3.8993 -1.48 0.61 1.01
C 2.0651 -1.7328 -5.2121 0.84 0.30 0.15
C 3.1452 -2.6631 -5.2871 0.09 0.34 0.15
C 3.6068 -2.8026 -4.0095 0.44 -1.17 0.96
H 3.1203 -1.9872 -2.1610 -0.46 0.21 0.17
H 1.2961 -0.6556 -3.4598 0.21 -0.14 0.00
H 1.5410 -1.2512 -6.0222 -0.13 -0.10 0.01
H 3.5859 -3.0840 -6.1749 -0.05 -0.15 0.04
H 4.3925 -3.4091 -3.5787 0.01 -0.04 -0.38
N -2.4197 1.2950 -5.3291 0.37 -0.15 0.37
C -1.1742 1.8704 -5.3769 -0.36 0.19 0.63
C -0.3955 1.1802 -4.4777 0.83 -0.36 -0.44
C -1.1228 0.0559 -4.0024 -0.96 0.86 0.74
C -2.4029 0.2448 -4.4486 -0.68 -0.20 -1.19
H -3.2222 1.5064 -5.8911 0.06 0.26 -0.08
H -1.0339 2.7962 -5.9088 0.23 -0.09 -0.08
H 0.6178 1.3968 -4.1732 0.05 0.13 -0.31
H -0.8250 -0.6680 -3.2609 0.01 -0.07 -0.21
H -3.3570 -0.2376 -4.3389 0.32 -0.54 0.27
N 2.3080 -2.8054 0.2771 -0.09 -0.21 0.26
C 3.6431 -2.8617 0.5799 -0.66 0.08 -0.02
C 4.1823 -3.8430 -0.2059 0.56 0.05 -0.71
C 3.1558 -4.3496 -1.0600 0.09 -0.31 0.82
C 1.9914 -3.7472 -0.6616 -0.09 0.53 -0.06
H 1.6450 -2.1711 0.6950 -0.07 -0.07 0.03
H 4.0288 -2.1986 1.3344 0.25 -0.09 -0.02
H 5.2209 -4.1335 -0.2499 -0.02 0.06 0.10
H 3.2941 -5.0724 -1.8457 -0.16 -0.14 0.09
H 0.9644 -3.8231 -0.9751 0.07 -0.08 -0.19
N 1.9076 3.4957 -3.5961 0.75 -0.67 0.17
C 1.4074 3.3688 -2.3258 0.84 0.12 0.09
C 2.2093 2.4360 -1.6778 -1.65 0.48 0.57
C 3.1262 1.9218 -2.5947 0.73 -0.36 -0.55
C 2.9540 2.6112 -3.7582 -0.62 0.61 -0.78
H 1.6321 4.0791 -4.3621 -0.45 0.25 0.26
H 0.6035 3.9847 -1.9603 -0.07 -0.07 0.01
H 2.0384 2.1405 -0.6526 0.19 0.02 -0.17
H 3.8118 1.0994 -2.4707 0.11 0.11 0.17
H 3.4004 2.5829 -4.7397 0.27 -0.33 0.17
N -1.6455 2.2662 -1.2968 -0.51 0.07 -0.75
C -1.5823 2.7870 -0.0438 0.44 -0.22 0.02
C -2.6292 3.6646 0.1019 -0.04 -0.19 0.14
C -3.3514 3.6194 -1.1035 -0.80 0.50 -0.96
C -2.7219 2.7810 -1.9916 0.77 -0.18 0.93
H -1.0263 1.5629 -1.6655 0.01 0.13 0.07
H -0.7606 2.4670 0.5810 -0.33 0.30 0.09
H -2.9081 4.2903 0.9326 0.24 -0.19 0.23
H -4.2569 4.1714 -1.3133 0.09 0.06 -0.02
H -2.8633 2.5195 -3.0258 -0.22 -0.01 0.03
N 3.1884 2.7673 3.7585 0.53 -0.66 -0.47
C 2.9368 1.5844 3.1141 -0.08 -0.01 -0.25
C 4.0826 0.8359 3.1037 0.33 0.38 0.39
C 5.0788 1.5792 3.8189 -0.40 0.11 -0.58
C 4.5124 2.7872 4.1306 -0.39 0.18 0.88
H 2.4921 3.4532 3.9785 0.01 0.15 -0.12
H 1.9839 1.4023 2.6534 -0.08 -0.03 0.13
H 4.2548 -0.0988 2.5991 -0.21 -0.13 0.09
H 6.0705 1.2350 4.0549 0.12 0.20 -0.10
H 4.8657 3.6492 4.6733 0.25 -0.15 0.06
N -2.1492 1.6556 5.1122 -0.19 -0.28 -0.13
C -2.8642 1.1210 4.0784 0.14 0.36 -0.35
C -2.1162 1.3066 2.9265 -1.12 -1.04 0.27
C -0.9124 1.8747 3.3089 1.49 1.20 0.60
C -0.9424 2.1307 4.6656 -0.69 -0.50 0.25
H -2.4467 1.5659 6.0655 0.14 0.20 0.12
H -3.8443 0.7181 4.2744 0.02 -0.08 -0.22
H -2.3557 1.0127 1.9172 -0.18 0.01 0.16
H -0.0967 2.1545 2.6624 -0.09 0.06 -0.06
H -0.3044 2.5869 5.4050 0.37 0.00 -0.37
```
Positions in Å, forces in eV/Å.

Properties
Orbital gap (eV): 8.30
HOMO level (eV): -7.795
Energy above the lowest of the compared OMol25 structures with the same formula, charge and spin (kcal per mole): 0.0